1.
This record from the Open Molecules 2025 dataset describes CH6NPS2 in the gas phase. The level of theory is wB97M-V/def2-TZVPD.

Results
SMILES = C[P@](N)(=S)S
Lowest unoccupied orbital energy = 0.578 eV
Highest occupied orbital energy = -8.8 eV
HOMO-LUMO gap = 9.4229 eV
M = 127.2 g/mol
Energy relative to the best compared isomer or geometry (same formula, charge and spin) = 0.169 eV

Each line ends with the Mulliken charge.
Cartesian coordinates (Å):
C -1.205 -0.309 0.606  -0.96
N 0.868 -0.575 -1.288  -0.63
P 0.620 0.068 0.349  0.59
S 1.867 -0.589 1.677  -0.38
S 0.597 2.156 0.303  -0.30
H -1.606 0.361 1.429  0.33
H -1.877 0.011 -0.233  0.35
H -1.111 -1.316 0.994  0.28
H 1.492 -0.017 -1.779  0.27
H 1.428 -1.354 -1.063  0.29
H 1.898 2.323 -0.105  0.17

2.
This record from the Open Molecules 2025 dataset describes 2 unconnected molecules or ions with the total composition C5H12BN3O2P. The level of theory is wB97M-V/def2-TZVPD.

Results
Lowest unoccupied orbital energy = -5.803 eV
Total charge = +1
Highest occupied orbital energy = -11.9 eV
HOMO-LUMO gap = 6.1411 eV
M = 188.0 g/mol
Energy relative to the best compared isomer or geometry (same formula, charge and spin) = 4.699 eV

Each line ends with the Mulliken charge.
Cartesian coordinates (Å):
C -0.552 2.140 -0.286  -1.03
B 0.278 0.908 -0.775  0.57
O 0.545 0.745 -2.109  -0.55
C 0.776 -0.190 0.291  1.09
C 0.551 0.333 1.620  -0.53
N 0.410 0.781 2.670  -0.43
C -0.068 -1.520 0.072  -0.48
C -0.357 -2.184 1.338  0.09
N -0.655 -2.637 2.351  -0.37
P 2.585 -0.526 0.103  0.16
N 3.450 0.763 0.020  -0.67
H -0.952 2.686 -1.136  0.30
H -1.393 1.848 0.347  0.23
H 0.058 2.807 0.321  0.38
H 0.225 -0.090 -2.472  0.32
H -1.017 -1.248 -0.373  0.07
H 0.445 -2.209 -0.595  0.39
H 2.645 -1.396 -0.999  0.09
H 2.806 -1.337 1.229  0.15
H 3.959 0.819 -0.853  0.26
O -3.224 -0.110 -0.263  -0.44
H -3.217 -0.553 0.617  0.46
H -3.572 0.807 -0.193  0.46
H -3.724 -0.634 -0.925  0.46

3.
This record from the Open Molecules 2025 dataset describes 2 unconnected molecules or ions with the total composition C2H10NOS. The level of theory is wB97M-V/def2-TZVPD.

Results
Lowest unoccupied orbital energy = -3.402 eV
Total charge = +1
Highest occupied orbital energy = -12.7 eV
HOMO-LUMO gap = 9.3241 eV
M = 96.2 g/mol
Energy relative to the best compared isomer or geometry (same formula, charge and spin) = 1.129 eV

Each line ends with the Mulliken charge.
Cartesian coordinates (Å):
C -0.217 -0.470 0.421  -0.62
C -1.794 -0.225 0.295  -0.73
S -2.620 -0.812 1.903  -0.18
N 0.521 0.712 -0.242  -0.28
H 0.012 -1.487 0.031  0.28
H 0.077 -0.425 1.408  0.49
H -2.235 -0.846 -0.555  0.42
H -2.108 0.833 0.405  0.37
H -3.706 -1.445 1.325  0.18
H -0.180 0.832 -0.923  0.37
H 1.606 0.658 -0.480  0.32
H 0.503 1.584 0.324  0.39
H 3.427 0.886 -1.856  0.32
H 3.715 -0.121 -0.803  0.34
O 2.999 0.327 -1.252  -0.66